Record 1
The molecule C6H8N4O2S, computed with ωB97M-V with the def2-TZVPD basis set.

```
! wB97M-V def2-TZVPD RIJCOSX def2/J DEFGRID3
* xyz 0 1
S -2.468 0.609 0.110
O -3.788 0.660 -0.459
O -1.813 1.842 0.432
N 0.754 1.877 -1.102
N -2.354 -0.398 1.507
N -1.598 -0.103 -1.113
N -0.287 -1.949 -0.389
C 0.309 0.678 -0.925
C 1.159 -0.123 -0.253
C 2.004 1.905 -0.617
C -1.265 -1.470 -1.353
C 2.389 0.699 -0.167
C 0.753 -1.422 0.108
H -1.775 -1.208 1.315
H -2.146 0.054 2.375
H 0.191 2.678 -1.304
H 3.349 0.236 0.076
H -2.156 -2.195 -1.182
H 1.344 -1.909 0.795
H -0.954 -1.459 -2.423
H 2.551 2.817 -0.532
*
```

Calculated values
* relative energy (zero: lowest compared OMol25 entry of this formula, charge and spin): 451.90 kJ/mol
* highest occupied orbital energy: -0.3325 hartree
* HOMO-LUMO gap: 0.319 Eh
* energy: -27237.269 eV

Record 2
The molecule C6H8N4O4, computed with ωB97M-V with the def2-TZVPD basis set.

```
! wB97M-V def2-TZVPD RIJCOSX def2/J DEFGRID3
* xyz 0 1
O -2.494 -1.715 -1.641
O -2.012 0.140 -2.633
O 1.578 -0.328 -2.038
O 0.485 1.321 -1.231
N -0.822 1.684 1.309
N 0.520 0.142 -1.512
N -0.080 2.877 1.174
N -1.702 -0.816 -1.988
C -0.485 -0.849 -1.262
C -0.308 0.484 1.158
C 0.917 -2.074 0.372
C -0.037 -1.992 -0.575
C 1.091 0.294 1.202
C 1.608 -0.956 0.965
H -1.822 1.785 1.288
H -0.984 -0.372 1.061
H 0.215 3.037 0.212
H 1.304 -3.073 0.508
H -0.521 3.700 1.525
H -0.710 -2.959 -0.855
H 2.536 -1.353 1.347
H 1.722 1.023 1.614
*
```

Calculated values
* relative energy (zero: lowest compared OMol25 entry of this formula, charge and spin): 828.59 kJ/mol
* highest occupied orbital energy (spin up / spin down): -0.2856 / -0.2856 hartree
* HOMO-LUMO gap (spin up / spin down): 0.238 / 0.238 Eh
* energy: -20492.078 eV

Record 3
The ion C6H8N5S with charge +1, computed with ωB97M-V with the def2-TZVPD basis set.

```
! wB97M-V def2-TZVPD RIJCOSX def2/J DEFGRID3
* xyz 1 1
S -3.345 1.057 0.932
N -0.734 -2.611 0.057
N -0.919 -0.327 0.614
N 1.619 1.215 0.477
N 3.365 -0.075 0.325
N 2.714 1.941 0.469
C 1.200 -1.267 0.250
C 2.033 -0.037 0.340
C -2.005 0.123 0.788
C -3.420 2.177 -0.416
C -0.135 -1.456 0.315
C 3.799 1.200 0.492
H -1.826 -2.745 0.155
H -0.148 -3.461 0.069
H -4.202 1.866 -1.154
H 1.772 -2.145 0.289
H 3.773 -0.973 0.360
H -2.465 2.262 -0.802
H -3.579 3.156 -0.081
H 4.819 1.684 0.428
*
```

Calculated values
* relative energy (zero: lowest compared OMol25 entry of this formula, charge and spin): 106.65 kJ/mol
* highest occupied orbital energy (spin up / spin down): -0.4263 / -0.4263 hartree
* HOMO-LUMO gap (spin up / spin down): 0.239 / 0.239 Eh
* energy: -24627.543 eV

Record 4
The molecule C6H8N6, computed with ωB97M-V with the def2-TZVPD basis set.

```
! wB97M-V def2-TZVPD RIJCOSX def2/J DEFGRID3
* xyz 0 1
N -1.021 0.089 2.305
N 1.248 -1.199 -0.871
N 0.352 0.852 -1.924
N 0.504 -1.318 1.386
N -0.994 1.484 -0.427
N -0.564 1.733 -1.664
C -0.347 0.418 0.023
C 0.876 0.745 -3.290
C 1.190 -1.735 0.322
C -1.258 -0.629 3.499
C -0.277 -0.252 1.238
C 0.485 -0.060 -0.950
H -0.748 -0.303 4.447
H -1.634 0.887 2.170
H 1.630 1.526 -3.356
H 0.139 0.847 -4.022
H -2.308 -0.747 3.732
H -0.883 -1.702 3.305
H 1.364 -0.248 -3.464
H 1.747 -2.668 0.499
*
```

Calculated values
* relative energy (zero: lowest compared OMol25 entry of this formula, charge and spin): 31.22 kJ/mol
* highest occupied orbital energy: -0.3211 hartree
* HOMO-LUMO gap: 0.345 Eh
* energy: -15291.453 eV

Record 5
The ion C6H8NO2 with charge +1, computed with ωB97M-V with the def2-TZVPD basis set.

```
! wB97M-V def2-TZVPD RIJCOSX def2/J DEFGRID3
* xyz 1 1
O 2.577 -0.568 -0.235
O -1.799 0.488 -0.456
N -2.000 -1.681 0.103
C 0.242 -0.603 0.295
C -1.166 1.738 -0.300
C -0.005 1.937 0.256
C -1.242 -0.640 -0.022
C 0.829 0.770 0.606
C 1.402 0.035 -0.496
H -1.863 2.450 -0.359
H -3.038 -1.656 0.242
H 0.481 2.866 0.522
H 3.180 -0.091 0.370
H 1.491 0.910 1.493
H -1.670 -2.633 0.417
H 1.022 0.324 -1.474
H 0.423 -1.497 0.872
*
```

Calculated values
* relative energy (zero: lowest compared OMol25 entry of this formula, charge and spin): 0.00 kJ/mol
* highest occupied orbital energy: -0.5130 hartree
* HOMO-LUMO gap: 0.366 Eh
* energy: -11927.790 eV

Record 6
A cluster of 2 separate species, C6H8NO4S2 in total, computed with ωB97M-V with the def2-TZVPD basis set.

```
! wB97M-V def2-TZVPD RIJCOSX def2/J DEFGRID3
* xyz -1 1
S 0.738 -0.604 -1.919
S -1.928 -0.043 -0.548
O 2.099 -0.581 -1.463
O -1.406 2.685 -1.597
O -2.569 3.765 0.017
O 0.395 -1.697 -2.801
N 0.660 0.776 -2.868
C 0.431 0.608 0.395
C -1.791 1.428 0.504
C -0.409 1.524 0.917
C -0.184 -2.489 0.801
C -1.895 2.851 -0.507
C -0.235 -0.394 -0.414
H -0.085 2.349 1.598
H -1.289 -2.298 0.871
H 0.121 -3.048 -0.048
H 1.537 0.454 0.470
H 0.392 -2.433 1.773
H -0.408 1.094 -2.834
H -2.662 1.627 1.158
H 1.177 1.498 -2.458
*
```

Calculated values
* relative energy (zero: lowest compared OMol25 entry of this formula, charge and spin): 259.35 kJ/mol
* highest occupied orbital energy (spin up / spin down): -0.1585 / -0.1436 hartree
* HOMO-LUMO gap (spin up / spin down): 0.255 / 0.252 Eh
* energy: -37700.444 eV

Record 7
A structure of composition C6H8NPS2, computed with ωB97M-V with the def2-TZVPD basis set.

```
! wB97M-V def2-TZVPD RIJCOSX def2/J DEFGRID3
* xyz 0 3
S -2.033 -2.439 0.723
S -3.171 1.978 0.478
P -1.925 -0.488 -0.113
N -1.629 -0.933 -1.679
C 0.145 1.366 -0.282
C 2.099 -0.375 0.819
C 2.413 0.887 0.346
C -0.221 0.086 0.181
C 0.777 -0.813 0.638
C 1.512 1.778 -0.171
H -0.619 2.002 -0.616
H 2.913 -1.107 1.103
H -2.209 -1.586 -2.033
H 1.805 2.702 -0.557
H -1.152 -0.180 -2.095
H -2.680 -2.244 1.907
H 3.546 1.224 0.523
H 0.430 -1.858 0.829
*
```

Calculated values
* highest occupied orbital energy (spin up / spin down): -0.2780 / -0.3135 hartree
* HOMO-LUMO gap (spin up / spin down): 0.302 / 0.258 Eh
* energy: -38798.409 eV

Record 8
A structure of composition C6H8O2, computed with ωB97M-V with the def2-TZVPD basis set.

```
! wB97M-V def2-TZVPD RIJCOSX def2/J DEFGRID3
* xyz 0 1
O -0.055 0.829 -1.836
O 1.599 0.440 2.217
C -1.332 -0.178 0.360
C 0.922 -0.600 -0.006
C 0.558 0.856 -0.578
C -0.399 0.948 0.613
C -0.375 -1.352 -0.012
C 0.879 0.202 1.273
H 0.604 0.665 -2.587
H 1.408 1.479 -0.480
H -2.063 0.180 -0.463
H -0.528 -1.742 -1.037
H 1.808 -1.048 -0.397
H -0.280 -2.243 0.722
H -2.009 -0.318 1.203
H -0.738 1.881 1.009
*
```

Calculated values
* relative energy (zero: lowest compared OMol25 entry of this formula, charge and spin): 193.69 kJ/mol
* highest occupied orbital energy: -0.3318 hartree
* HOMO-LUMO gap: 0.349 Eh
* energy: -10444.719 eV

Record 9
A cluster of 2 separate species, C6H8O2 in total, computed with ωB97M-V with the def2-TZVPD basis set.

```
! wB97M-V def2-TZVPD RIJCOSX def2/J DEFGRID3
* xyz 0 1
O -0.570 1.686 2.266
O 2.021 1.467 -0.386
C -1.218 -1.498 -0.698
C 1.402 -0.473 0.843
C 1.103 0.556 0.052
C -0.285 0.856 -0.492
C -1.171 -0.036 -0.978
C -1.233 1.375 1.396
H -1.856 -1.997 -1.432
H 2.408 -0.641 1.201
H -0.233 -1.963 -0.731
H 0.634 -1.099 1.254
H -0.320 1.874 -0.868
H -1.936 0.347 -1.638
H -1.650 -1.679 0.292
H 2.904 1.225 -0.081
*
```

Calculated values
* relative energy (zero: lowest compared OMol25 entry of this formula, charge and spin): 251.47 kJ/mol
* highest occupied orbital energy: -0.3133 hartree
* HOMO-LUMO gap: 0.334 Eh
* energy: -10444.120 eV

Record 10
The molecule C6H8O2, computed with ωB97M-V with the def2-TZVPD basis set.

```
! wB97M-V def2-TZVPD RIJCOSX def2/J DEFGRID3
* xyz 0 1
O 2.482 -0.083 -0.667
O 1.324 -0.024 1.268
C -1.043 0.656 -0.101
C 1.431 -0.081 -0.076
C -1.102 -0.617 -0.148
C -1.503 2.008 0.079
C 0.162 0.002 -0.790
C -1.686 -1.932 0.123
H -1.909 -2.496 -0.792
H 0.294 0.093 -1.867
H -0.805 2.548 0.684
H -0.984 -2.596 0.631
H -1.598 2.568 -0.854
H -2.656 -1.754 0.652
H 2.161 0.231 1.651
H -2.515 2.047 0.557
*
```

Calculated values
* relative energy (zero: lowest compared OMol25 entry of this formula, charge and spin): 167.51 kJ/mol
* highest occupied orbital energy: -0.3405 hartree
* HOMO-LUMO gap: 0.368 Eh
* energy: -10444.990 eV